The following is a DFT calculation (ωB97M-V with the def2-TZVPD basis set) of one molecule with the formula C15H15BrO4.

Last column: natural (NBO) charge in e.
CARTESIAN COORDINATES (ANGSTROEM)
O 0.780 2.014 -1.826  -0.538
C 0.225 1.169 -1.184  0.502
C 1.012 0.452 -0.252  0.090
O 2.398 0.528 -0.156  -0.472
C 3.046 0.289 1.048  0.253
C 4.103 -0.641 1.072  -0.247
C 4.736 -0.932 2.285  -0.190
C 4.382 -0.283 3.492  -0.224
C 3.514 0.804 3.409  -0.226
C 2.785 1.031 2.212  -0.084
Br 1.450 2.510 2.193  0.038
C 0.252 -0.395 0.609  0.175
O -1.079 -0.535 0.624  -0.475
C -1.808 0.475 -0.079  0.106
C -3.299 -0.084 -0.194  -0.453
C -3.729 -0.315 -1.656  0.120
O -4.936 -1.197 -1.774  -0.732
C -2.603 -0.894 -2.550  -0.438
C -1.410 -0.042 -2.559  -0.422
C -1.312 0.947 -1.424  -0.301
H 4.461 -1.074 0.192  0.233
H 5.461 -1.791 2.353  0.221
H 4.909 -0.659 4.381  0.228
H 3.377 1.380 4.301  0.235
H 0.847 -1.055 1.270  0.203
H -1.826 1.298 0.584  0.194
H -3.398 -1.032 0.271  0.218
H -4.112 0.634 0.077  0.227
H -4.121 0.698 -2.039  0.176
H -4.788 -2.020 -1.193  0.461
H -2.375 -1.935 -2.317  0.212
H -3.128 -1.032 -3.607  0.224
H -0.502 -0.685 -2.461  0.214
H -1.400 0.539 -3.437  0.229
H -1.911 1.834 -1.665  0.243

## Properties
electronic energy	-3455.4495	Eh
frontier orbital gap	8.90	eV
lowest unoccupied orbital energy	0.014	Eh
HOMO level	-8.52	eV
net charge	0